Record 1
{"formula": "C34H37N4O2S", "method": "ωB97M-V/def2-TZVPD", "homo_lumo_gap_ev": 7.5528, "energy_ev": -56743.3990, "e_lumo_ev": -2.30, "spin_multiplicity": 1, "homo_ev": -9.85, "total_charge": 1, "elements": ["C", "O", "C", "C", "C", "C", "C", "C", "N", "C", "C", "C", "C", "C", "C", "N", "C", "C", "C", "C", "C", "O", "C", "C", "C", "H", "H", "H", "H", "H", "H", "H", "H", "H", "H", "H", "H", "H", "H", "H", "H", "H", "H", "H", "H", "H", "C", "C", "C", "C", "C", "C", "N", "C", "C", "C", "C", "C", "C", "S", "C", "N", "H", "H", "H", "H", "H", "H", "H", "H", "H", "H", "H", "H", "H", "H", "H", "H"], "positions_angstrom": [[4.445, 2.875, -3.825], [3.656, 2.441, -2.701], [2.305, 2.554, -2.772], [1.598, 1.899, -1.729], [0.233, 1.806, -1.838], [-0.447, 2.437, -2.914], [0.223, 3.190, -3.871], [1.615, 3.234, -3.821], [-1.816, 2.262, -2.727], [-2.844, 2.912, -3.515], [-2.023, 1.507, -1.589], [-0.794, 1.222, -0.983], [-0.527, 0.831, 0.439], [-1.785, 0.680, 1.228], [-2.757, 1.665, 1.293], [-3.840, 1.195, 1.990], [-5.095, 1.909, 2.108], [-3.583, -0.103, 2.416], [-2.289, -0.481, 1.939], [-1.866, -1.800, 2.061], [-2.771, -2.729, 2.644], [-2.535, -4.070, 2.657], [-1.354, -4.552, 1.972], [-4.026, -2.312, 3.164], [-4.454, -1.000, 3.022], [5.462, 2.598, -3.550], [4.145, 2.361, -4.746], [4.366, 3.959, -3.958], [2.142, 1.437, -0.908], [-0.325, 3.737, -4.635], [2.189, 3.755, -4.594], [-2.375, 3.362, -4.393], [-3.595, 2.183, -3.834], [-3.353, 3.703, -2.946], [-3.024, 1.241, -1.264], [-0.055, 1.740, 0.825], [-2.731, 2.654, 0.843], [-5.775, 1.337, 2.743], [-4.922, 2.906, 2.531], [-5.556, 2.042, 1.117], [-0.911, -2.100, 1.619], [-1.425, -5.638, 2.053], [-1.355, -4.239, 0.913], [-0.446, -4.183, 2.478], [-4.654, -3.063, 3.629], [-5.437, -0.677, 3.353], [0.985, 2.278, 2.824], [0.979, 0.770, 3.046], [1.931, 0.502, 4.228], [1.420, -0.030, 1.788], [1.871, -1.419, 2.127], [2.578, -2.046, 0.959], [1.764, -1.915, -0.244], [2.032, -2.660, -1.412], [1.061, -2.432, -2.383], [1.239, -2.958, -3.664], [2.375, -3.753, -3.917], [3.322, -4.008, -2.906], [3.163, -3.440, -1.632], [-0.231, -1.402, -1.763], [0.685, -1.105, -0.330], [0.391, -0.190, 0.654], [1.893, 2.573, 2.286], [0.111, 2.654, 2.287], [0.996, 2.803, 3.788], [-0.032, 0.428, 3.324], [2.968, 0.730, 3.941], [1.682, 1.150, 5.077], [1.892, -0.528, 4.602], [2.274, 0.530, 1.352], [2.586, -1.392, 2.954], [1.009, -2.017, 2.469], [3.549, -1.551, 0.790], [2.763, -3.114, 1.142], [0.507, -2.730, -4.441], [2.520, -4.177, -4.916], [4.185, -4.643, -3.113], [3.895, -3.593, -0.837]], "forces_ev_per_a": [[-0.33, -0.07, 0.54], [0.23, 0.28, -0.40], [-0.74, -0.32, 0.19], [1.20, 0.36, -1.00], [-1.71, 0.27, 0.04], [-0.05, 0.09, 0.48], [0.16, -0.04, 0.01], [0.41, -0.53, 0.51], [0.12, -0.59, 0.33], [-0.24, -0.06, 0.02], [1.37, 0.28, 0.03], [-0.57, 0.75, -1.15], [-1.96, 2.49, -0.19], [-1.03, -0.05, 0.39], [0.42, -1.06, 0.35], [0.34, 0.14, 0.13], [-0.06, 0.16, -0.13], [0.41, 0.37, -0.85], [-0.91, 1.34, -0.29], [-0.66, -1.39, 0.46], [0.81, 0.99, -0.77], [0.65, -0.20, -0.22], [-0.70, 0.39, 0.50], [0.32, 0.15, -0.25], [0.31, -0.50, 0.23], [-0.06, 0.12, -0.19], [0.01, 0.05, 0.17], [0.08, -0.16, 0.00], [0.07, 0.10, -0.22], [0.25, -0.14, 0.07], [-0.36, -0.18, 0.37], [-0.22, -0.14, 0.12], [0.14, 0.13, -0.06], [0.21, -0.15, -0.09], [0.26, 0.15, -0.12], [0.24, -0.23, -0.14], [-0.18, -0.22, 0.24], [0.12, 0.28, -0.11], [-0.12, -0.27, 0.07], [0.05, -0.14, 0.29], [-0.60, -0.08, 0.31], [0.16, 0.21, -0.08], [-0.03, -0.11, 0.37], [-0.23, -0.17, -0.19], [0.02, 0.07, -0.10], [0.12, -0.23, 0.03], [-0.08, 0.47, 0.13], [-0.60, -0.24, 0.08], [0.11, -0.22, 0.04], [-0.04, 0.35, -0.54], [0.19, -0.56, 0.61], [0.40, -0.17, -0.08], [-0.29, -0.02, -0.22], [-0.05, 0.44, 0.27], [0.37, -0.49, -0.10], [0.17, -0.19, 0.02], [-0.28, 0.23, 0.28], [-0.50, 0.32, 0.19], [-0.04, -0.21, -0.40], [0.31, 0.06, -0.44], [0.33, 0.67, 1.69], [2.96, -2.96, -0.59], [-0.12, 0.07, 0.01], [0.14, 0.02, 0.12], [-0.01, -0.15, -0.22], [0.25, 0.14, -0.03], [-0.15, -0.06, 0.09], [-0.04, -0.10, -0.31], [-0.02, 0.23, -0.09], [-0.28, -0.20, 0.04], [-0.17, -0.02, -0.24], [0.30, 0.14, -0.16], [-0.27, -0.19, 0.01], [-0.07, 0.27, -0.14], [0.30, -0.23, 0.15], [-0.07, 0.20, 0.43], [-0.26, 0.25, 0.05], [-0.18, 0.02, -0.34]]}



Record 2
{"formula": "C34H37N5O6", "method": "ωB97M-V/def2-TZVPD", "homo_lumo_gap_ev": 9.4917, "de_lowest_kcal_mol": 0.00, "energy_ev": -55598.3723, "smiles": "CC(C)(C)OC(=O)NCc1ccc(CNC(=O)c2[nH]cnc2C(=O)N[C@@H](Cc2ccccc2)C(=O)OCc2ccccc2)cc1", "e_lumo_ev": 0.63, "spin_multiplicity": 1, "homo_ev": -8.86, "elements": ["C", "H", "H", "H", "C", "C", "H", "H", "H", "C", "H", "H", "H", "O", "C", "O", "N", "H", "C", "C", "C", "C", "C", "C", "C", "H", "H", "C", "N", "C", "O", "C", "C", "N", "C", "N", "H", "H", "C", "O", "N", "C", "C", "O", "O", "C", "C", "C", "C", "C", "C", "C", "H", "H", "H", "H", "H", "H", "H", "H", "C", "C", "C", "C", "C", "C", "C", "H", "H", "H", "H", "H", "H", "H", "H", "H", "H", "H", "H", "H", "H", "H"], "positions_angstrom": [[-2.352, -2.996, -2.165], [-1.629, -3.735, -2.498], [-1.948, -2.001, -2.344], [-3.267, -3.113, -2.738], [-2.648, -3.186, -0.677], [-3.175, -4.593, -0.399], [-3.343, -4.725, 0.668], [-4.113, -4.744, -0.926], [-2.457, -5.335, -0.735], [-3.653, -2.138, -0.195], [-4.598, -2.271, -0.715], [-3.279, -1.137, -0.392], [-3.817, -2.250, 0.874], [-1.459, -2.927, 0.109], [-0.363, -3.701, -0.045], [-0.241, -4.617, -0.823], [0.586, -3.315, 0.839], [0.419, -2.467, 1.362], [1.940, -3.822, 0.778], [2.881, -2.853, 0.107], [2.603, -2.402, -1.178], [3.441, -1.498, -1.802], [4.582, -1.032, -1.157], [4.862, -1.486, 0.124], [4.019, -2.388, 0.750], [4.247, -2.731, 1.749], [5.740, -1.123, 0.637], [5.423, 0.038, -1.806], [4.752, 1.309, -1.621], [5.194, 2.241, -0.767], [6.314, 2.279, -0.276], [4.202, 3.283, -0.413], [2.817, 3.372, -0.426], [2.429, 4.499, 0.240], [3.525, 5.082, 0.637], [4.621, 4.383, 0.278], [5.593, 4.562, 0.481], [3.559, 6.005, 1.181], [1.817, 2.432, -0.957], [2.051, 1.628, -1.857], [0.633, 2.515, -0.337], [-0.447, 1.584, -0.535], [-1.576, 1.990, 0.404], [-1.499, 2.912, 1.174], [-2.626, 1.193, 0.268], [-3.778, 1.457, 1.089], [-4.832, 2.165, 0.283], [-4.738, 3.535, 0.072], [-5.685, 4.187, -0.699], [-6.731, 3.475, -1.262], [-6.826, 2.109, -1.058], [-5.877, 1.455, -0.292], [-5.949, 0.388, -0.135], [-7.639, 1.551, -1.498], [-7.471, 3.985, -1.861], [-5.608, 5.252, -0.857], [-3.921, 4.087, 0.513], [-3.462, 2.065, 1.943], [-4.131, 0.481, 1.429], [-0.814, 1.642, -1.569], [-0.007, 0.125, -0.262], [0.544, -0.025, 1.126], [1.896, 0.178, 1.376], [2.400, 0.064, 2.659], [1.559, -0.258, 3.710], [0.212, -0.472, 3.471], [-0.292, -0.356, 2.187], [-1.341, -0.537, 2.001], [-0.448, -0.731, 4.287], [1.951, -0.346, 4.712], [3.453, 0.224, 2.835], [2.562, 0.410, 0.559], [-0.870, -0.527, -0.398], [0.758, -0.131, -0.996], [0.506, 3.220, 0.381], [3.774, 1.354, -1.922], [5.536, -0.154, -2.878], [6.408, 0.112, -1.340], [3.208, -1.144, -2.795], [1.723, -2.768, -1.686], [2.281, -4.043, 1.793], [1.891, -4.753, 0.204]], "forces_ev_per_a": [[0.14, -0.08, 0.27], [-0.01, -0.01, -0.07], [0.01, 0.13, -0.04], [-0.13, 0.03, -0.06], [-0.47, -0.18, -0.37], [0.28, 0.15, 0.01], [-0.07, -0.01, 0.11], [-0.13, 0.01, -0.04], [-0.04, -0.06, -0.01], [0.42, -0.23, -0.03], [-0.11, -0.02, -0.07], [0.03, 0.12, -0.03], [-0.06, 0.00, 0.14], [-0.08, 0.13, 0.09], [0.10, 0.13, 0.43], [-0.01, -0.26, -0.41], [0.04, 0.15, 0.20], [-0.04, -0.05, -0.04], [-0.06, -0.16, -0.08], [0.12, -0.03, 0.09], [0.01, 0.00, 0.03], [0.05, -0.06, 0.07], [0.12, -0.04, 0.00], [0.07, 0.05, -0.12], [-0.10, -0.14, -0.08], [0.00, -0.03, 0.13], [0.11, 0.06, 0.06], [0.13, -0.02, 0.09], [-0.06, 0.01, -0.19], [-0.07, -0.07, -0.28], [0.20, 0.09, 0.18], [-0.52, -0.07, 0.06], [0.94, 0.25, 0.03], [-0.43, 0.08, 0.04], [0.02, 0.07, 0.07], [0.08, -0.18, -0.16], [-0.06, -0.03, 0.03], [0.11, 0.19, 0.12], [-0.38, 0.07, 0.12], [-0.05, -0.18, -0.22], [-0.18, 0.27, 0.17], [0.02, -0.28, -0.26], [0.49, 0.27, -0.12], [-0.08, 0.09, 0.05], [-0.05, -0.36, -0.24], [-0.25, 0.24, 0.29], [0.15, -0.13, 0.06], [-0.01, -0.01, 0.03], [0.03, 0.08, -0.01], [-0.05, 0.00, -0.04], [-0.09, -0.04, -0.06], [0.07, 0.05, 0.07], [0.00, -0.13, 0.03], [-0.07, -0.04, -0.04], [-0.06, 0.04, -0.05], [0.00, 0.09, -0.01], [0.09, 0.05, 0.06], [-0.08, -0.19, -0.12], [0.08, 0.10, -0.04], [-0.03, -0.01, 0.16], [-0.04, 0.10, -0.03], [-0.04, -0.05, -0.08], [-0.07, 0.02, 0.06], [0.04, 0.04, 0.02], [0.03, -0.03, 0.10], [-0.05, -0.03, 0.11], [0.01, 0.08, 0.01], [-0.14, -0.04, -0.05], [-0.05, -0.03, 0.07], [0.04, -0.01, 0.09], [0.12, 0.00, 0.02], [0.12, -0.03, -0.16], [0.04, -0.01, -0.05], [-0.13, -0.01, 0.02], [0.08, -0.05, -0.05], [0.09, 0.17, 0.12], [0.08, -0.01, 0.11], [-0.09, -0.05, -0.14], [-0.04, 0.04, -0.15], [-0.13, -0.05, -0.09], [0.02, -0.04, -0.12], [0.06, 0.07, 0.18]]}



Record 3
{"formula": "C34H37NO9", "method": "ωB97M-V/def2-TZVPD", "homo_lumo_gap_ev": 7.9061, "de_lowest_kcal_mol": 0.00, "energy_ev": -55772.0124, "smiles": "CCOCCCCCC1=CC(=O)c2c(CCOC=O)cc(CCN)cc2C1=O.O=C1C=CC(=O)C=C1.O=C1C=CC(=O)C=C1", "e_lumo_ev": -1.49, "spin_multiplicity": 1, "homo_ev": -9.39, "elements": ["C", "C", "O", "C", "C", "C", "C", "C", "C", "C", "C", "O", "C", "C", "C", "C", "O", "C", "O", "C", "C", "C", "C", "N", "C", "C", "C", "O", "H", "H", "H", "H", "H", "H", "H", "H", "H", "H", "H", "H", "H", "H", "H", "H", "H", "H", "H", "H", "H", "H", "H", "H", "H", "H", "H", "H", "H", "C", "C", "C", "O", "C", "C", "C", "O", "H", "H", "H", "H", "C", "C", "C", "O", "C", "C", "C", "O", "H", "H", "H", "H"], "positions_angstrom": [[6.360, -2.879, -1.023], [5.753, -1.960, -2.106], [4.683, -1.239, -1.504], [3.777, -0.744, -2.467], [2.642, -0.006, -1.770], [3.178, 1.105, -0.833], [2.434, 2.449, -1.036], [1.416, 2.759, 0.112], [-0.003, 2.528, -0.367], [-0.531, 3.168, -1.403], [-1.934, 2.888, -1.850], [-2.615, 3.785, -2.311], [-2.406, 1.476, -1.639], [-3.310, 0.842, -2.471], [-3.844, 1.599, -3.669], [-4.296, 0.713, -4.850], [-3.539, -0.494, -5.009], [-2.225, -0.275, -5.260], [-1.787, 0.470, -6.101], [-3.688, -0.441, -2.136], [-3.164, -1.077, -1.047], [-3.546, -2.510, -0.692], [-3.631, -3.406, -1.959], [-2.878, -4.660, -1.764], [-2.263, -0.451, -0.223], [-1.881, 0.822, -0.540], [-0.875, 1.529, 0.332], [-0.757, 1.282, 1.523], [7.401, -2.582, -0.883], [5.805, -2.759, -0.095], [6.312, -3.913, -1.365], [5.344, -2.547, -2.939], [6.494, -1.249, -2.493], [3.406, -1.586, -3.074], [4.285, -0.066, -3.176], [1.996, 0.401, -2.553], [2.073, -0.768, -1.226], [4.214, 1.272, -1.146], [3.198, 0.780, 0.207], [1.930, 2.432, -2.001], [3.166, 3.261, -1.021], [1.562, 3.768, 0.500], [1.605, 2.024, 0.898], [0.068, 3.911, -1.923], [-3.108, 2.311, -4.034], [-4.698, 2.201, -3.345], [-5.367, 0.521, -4.812], [-4.146, 1.307, -5.758], [-1.536, -0.874, -4.638], [-4.417, -0.959, -2.748], [-4.460, -2.556, -0.099], [-2.699, -2.908, -0.131], [-4.685, -3.628, -2.171], [-3.211, -2.886, -2.821], [-2.581, -5.035, -2.657], [-3.511, -5.363, -1.396], [-1.864, -0.952, 0.645], [0.574, 2.895, 4.602], [1.071, 3.612, 3.599], [2.254, 4.485, 3.787], [2.705, 5.139, 2.870], [2.865, 4.527, 5.139], [2.368, 3.809, 6.143], [1.183, 2.935, 5.953], [0.732, 2.279, 6.867], [-0.290, 2.253, 4.480], [0.638, 3.592, 2.608], [3.728, 5.169, 5.256], [2.799, 3.826, 7.136], [-1.895, -3.809, 3.257], [-1.010, -4.365, 4.080], [-0.234, -3.545, 5.045], [0.574, -4.052, 5.792], [-0.484, -2.083, 5.056], [-1.369, -1.527, 4.232], [-2.144, -2.348, 3.270], [-2.952, -1.839, 2.521], [-2.470, -4.389, 2.546], [-0.814, -5.430, 4.087], [0.091, -1.502, 5.766], [-1.566, -0.462, 4.223]], "forces_ev_per_a": [[0.14, 0.49, -0.90], [-0.32, -0.15, 0.72], [-0.10, -0.03, -0.26], [-0.02, 0.12, -0.24], [0.35, -0.59, 0.29], [-0.08, 0.26, -1.30], [0.19, 0.06, 1.18], [-0.20, -0.91, -0.64], [0.18, -0.06, 0.49], [-0.20, -0.16, -0.24], [0.21, 0.45, 0.02], [0.17, -0.50, -0.01], [0.49, 0.95, -0.14], [-0.22, 0.99, -0.43], [-0.25, -0.71, -0.16], [-0.10, 1.34, -0.73], [0.35, 0.01, 0.70], [0.68, 0.29, -0.99], [-0.61, -0.27, 0.82], [-0.67, 0.01, -0.73], [-0.58, -1.66, 1.05], [0.73, 0.03, -1.15], [-0.31, -0.28, 0.44], [-0.24, -0.09, -0.10], [0.26, 0.10, 0.20], [0.74, 0.70, 0.88], [0.04, -0.25, 0.39], [0.08, 0.09, -0.77], [-0.03, -0.29, 0.27], [0.05, -0.04, -0.03], [0.10, -0.02, 0.26], [0.18, 0.04, 0.00], [-0.07, -0.10, -0.09], [-0.13, 0.10, 0.10], [0.06, 0.01, 0.19], [-0.03, 0.03, 0.12], [-0.13, 0.23, 0.05], [0.01, -0.06, 0.27], [-0.02, 0.08, -0.04], [0.10, 0.23, 0.00], [-0.04, -0.07, -0.23], [-0.09, -0.04, 0.01], [-0.02, 0.40, 0.24], [-0.41, 0.15, -0.07], [0.05, -0.09, 0.11], [0.05, -0.01, -0.13], [0.21, -0.76, 0.14], [-0.13, -0.05, 0.07], [-0.47, -0.22, -0.03], [0.07, 0.02, -0.03], [0.10, 0.04, 0.07], [-0.33, -0.07, 0.31], [0.09, 0.20, -0.22], [-0.02, 0.00, 0.06], [0.04, 0.11, -0.01], [0.15, 0.00, 0.17], [0.03, 0.06, 0.03], [-0.01, -0.01, -0.04], [-0.08, -0.03, 0.00], [0.01, 0.02, -0.03], [0.01, -0.01, -0.01], [0.02, -0.02, 0.09], [0.06, 0.06, -0.03], [-0.03, -0.02, 0.01], [0.01, -0.02, 0.01], [0.01, 0.00, -0.01], [-0.02, -0.02, 0.02], [0.00, 0.01, -0.04], [-0.03, -0.03, 0.01], [0.02, -0.08, 0.01], [-0.06, -0.01, -0.07], [0.04, 0.01, 0.04], [0.00, -0.02, -0.01], [-0.03, 0.06, -0.03], [0.06, 0.03, 0.07], [-0.02, 0.07, 0.03], [-0.04, -0.09, 0.06], [-0.01, 0.04, -0.02], [0.03, 0.01, 0.03], [0.01, -0.03, 0.02], [-0.02, -0.01, -0.06]]}



Number 1: maximum force 4.2 eV/Å. Number 2: maximum force 1.0 eV/Å. Number 3: maximum force 2.0 eV/Å.